Record 1
A molecular structure, C28H35AsBrIN2O2PdS2Sb, computed with the ωB97M-V functional and the def2-TZVPD basis.

Positions of all 74 atoms, in Å:
Pd  0.97561  1.27948  -1.21289
S  -1.13312  1.57847  -0.43489
Sb  -0.97282  0.79791  1.85521
C  -1.44051  2.49899  2.96342
C  -0.58534  3.59703  3.06288
C  -0.96558  4.69710  3.81172
C  -2.19997  4.71056  4.45242
C  -3.05109  3.61925  4.35529
C  -2.67284  2.50772  3.61851
C  1.11976  0.64863  1.82236
C  1.72788  0.20533  0.61086
C  3.12740  0.34597  0.47655
C  3.88247  0.92550  1.48297
C  3.26110  1.33253  2.65136
C  1.87068  1.20631  2.82356
C  -2.30286  -0.65899  2.52082
C  -3.60728  -0.64710  2.03447
C  -4.53496  -1.52184  2.58063
C  -4.15349  -2.39685  3.59133
C  -2.84722  -2.40261  4.06281
C  -1.90930  -1.52583  3.53298
H  0.37518  3.60454  2.56447
H  -0.30063  5.54522  3.90126
H  -2.49451  5.57339  5.03451
H  -4.00623  3.62947  4.86201
H  -3.33769  1.65309  3.57696
H  1.22443  -0.64084  0.11370
H  3.59381  -0.01699  -0.42793
H  4.95192  1.04053  1.37345
H  3.85168  1.76841  3.44772
H  1.41507  1.56852  3.73721
H  -3.91615  0.03551  1.25068
H  -5.55586  -1.51581  2.22336
H  -4.88110  -3.07348  4.01907
H  -2.55765  -3.08028  4.85444
H  -0.89698  -1.53299  3.92035
O  -0.54456  -1.49007  0.22391
S  -0.47290  -2.90917  0.78664
C  -2.07118  -3.70499  0.56875
C  -1.73092  -5.19295  0.49356
C  -0.36806  -5.35658  -0.23017
C  0.21821  -3.96586  -0.49895
H  -2.47885  -3.30312  -0.36208
H  -2.72120  -3.43960  1.39925
H  -2.52927  -5.72100  -0.02344
H  -1.67696  -5.61112  1.49753
H  -0.47974  -5.88735  -1.17320
H  0.31846  -5.94006  0.37947
H  -0.13214  -3.53126  -1.43863
H  1.30474  -3.92745  -0.45694
I  1.17218  5.27321  -5.77919
C  0.49533  3.81224  -4.50289
C  -0.79244  3.30704  -4.39251
N  -0.78379  2.37138  -3.43617
N  0.45771  2.20176  -2.94312
C  1.23262  3.10277  -3.56098
H  -1.69435  3.53260  -4.93898
H  -1.53807  1.75870  -3.16303
H  2.26633  3.21176  -3.27480
C  3.97563  0.89349  -4.57908
As  2.72453  -0.35790  -3.85044
C  1.20106  -0.49926  -4.99642
C  3.56552  -2.06079  -3.67888
O  2.25236  0.07781  -2.26784
H  4.55435  0.38273  -5.34891
H  4.64814  1.23325  -3.79308
H  3.45572  1.73603  -5.03012
H  1.50721  -0.97125  -5.93012
H  0.80469  0.49208  -5.20702
H  0.44841  -1.11513  -4.50714
H  3.99306  -2.34797  -4.63909
H  2.82554  -2.79688  -3.37127
H  4.35542  -1.99063  -2.93324
Br  1.18340  3.37772  -0.15500

Computed properties:
HOMO level (spin up / spin down) = -16.0 / -16.0 eV
orbital gap (spin up / spin down) = 5.1 / 5.1 eV
net charge = +3
energy = -207320.53378 eV
energy relative to the best compared isomer or geometry (same formula, charge and spin) = 198.31 kJ/mol

Atom charges from the Löwdin analysis, given in e for atoms 1 to 4: atom 1 (Pd): 0.619, atom 2 (S): 0.287, atom 3 (Sb): 1.512, atom 4 (C): -0.364

Record 2
A molecular structure, C28H35AsFeI2N4OS in a non-equilibrium geometry, computed with the ωB97M-V functional and the def2-TZVPD basis.

Positions of all 73 atoms, in Å:
Fe  12.33818  8.28403  11.60986
I  6.32926  6.01003  7.40298
C  7.68026  6.65066  8.90065
C  7.71290  8.01257  9.27215
C  8.55763  8.40489  10.30822
I  8.74591  10.41039  10.80956
C  9.45199  7.51737  10.95281
O  10.23558  7.89710  11.93845
C  9.44038  6.19013  10.48198
C  10.57416  5.30692  10.90780
N  11.87000  5.91813  10.50687
C  11.99172  6.01346  9.03760
C  12.13317  7.39817  8.53233
C  12.47360  7.54299  7.18900
C  12.65459  8.81729  6.65053
C  12.42596  9.91029  7.48392
C  12.11299  9.68908  8.81212
N  12.07077  8.46586  9.36314
C  8.51158  5.75308  9.56912
H  7.13006  8.75571  8.73980
H  10.56110  5.24388  12.01235
H  10.45250  4.30568  10.47446
H  12.61694  5.31051  10.82788
H  12.84797  5.41708  8.67242
H  11.11628  5.58093  8.53076
H  12.60995  6.65784  6.57779
H  12.90878  8.93703  5.59416
H  12.51734  10.94187  7.13049
H  11.88765  10.53200  9.47205
H  8.39888  4.69117  9.29834
C  12.32542  5.93592  15.91828
C  13.17186  7.19278  15.86091
As  12.51730  8.50522  14.47492
C  11.01356  9.32144  15.55824
C  9.70074  8.67475  15.18776
C  13.87626  9.93780  14.99946
C  15.21708  9.73870  14.33813
H  12.78886  5.18733  16.58033
H  12.19324  5.46508  14.92873
H  11.29054  6.11313  16.29358
H  14.22329  6.95343  15.59545
H  13.17709  7.77228  16.80092
H  11.03863  10.39655  15.29355
H  11.28326  9.21529  16.62427
H  9.47083  8.81056  14.10308
H  8.87032  9.15423  15.75949
H  9.64692  7.59356  15.36372
H  13.90964  9.88763  16.09762
H  13.38671  10.87370  14.68107
H  15.70820  8.79337  14.60983
H  15.92422  10.54387  14.58166
H  15.15393  9.75963  13.24364
C  15.62461  9.32091  10.01909
C  16.05971  8.06906  10.71863
C  17.37332  7.69340  10.64330
C  17.90643  6.56920  11.28589
C  17.03734  5.76568  12.00844
C  15.69723  6.03684  12.17399
C  14.85505  5.05817  12.92476
C  15.14082  7.26348  11.54763
N  13.93197  7.57775  11.77057
H  16.49929  9.95023  9.77262
H  14.92591  9.92860  10.62306
H  15.09537  9.12828  9.05779
H  18.02188  8.36011  10.07472
H  18.96247  6.33566  11.19572
H  17.43969  4.88898  12.52084
H  15.48104  4.39367  13.54765
H  14.25153  4.39241  12.26031
H  14.09997  5.55392  13.55834
S  11.75703  12.72210  13.15651
C  12.17873  11.42444  12.35951
N  12.44661  10.35731  11.88659

Computed properties:
HOMO level (spin up / spin down) = -4.0 / -4.2 eV
orbital gap (spin up / spin down) = 6.1 / 6.3 eV
spin multiplicity = 6
net charge = -1
energy = -159876.40359 eV
energy relative to the best compared isomer or geometry (same formula, charge and spin) = 0.00 kJ/mol

Atom charges from the Löwdin analysis, given in e for atoms 1 to 4: atom 1 (Fe): 0.619, atom 2 (I): 0.752, atom 3 (C): -0.731, atom 4 (C): -0.231

Record 3
A molecular structure, C28H35AuN3O in a non-equilibrium geometry, computed with the ωB97M-V functional and the def2-TZVPD basis.

Positions of all 68 atoms, in Å:
Au  0.33050  0.10376  -0.10673
N  -1.24459  3.34026  0.75584
N  2.28196  1.90457  0.36816
C  -0.29539  -1.79343  -1.38184
C  -0.47745  -0.64026  -2.21922
C  -1.51043  0.16515  -1.63182
C  -2.03121  1.46664  -2.12144
H  -1.46518  1.81293  -2.99516
H  -1.96591  2.23795  -1.33427
H  -3.08676  1.38032  -2.42292
C  -1.99818  -0.51521  -0.47333
C  -3.17019  -0.08581  0.32887
H  -4.11464  -0.34132  -0.17932
H  -3.16611  1.00175  0.48787
H  -3.18108  -0.57716  1.30970
C  -1.25786  -1.72381  -0.32198
C  -1.55524  -2.80334  0.65187
H  -1.96649  -2.39304  1.58304
H  -0.65745  -3.38564  0.89716
H  -2.29848  -3.51016  0.24726
C  0.24939  -0.35078  -3.47940
H  -0.28657  -0.75561  -4.35268
H  1.25218  -0.80023  -3.47595
H  0.36063  0.73085  -3.63587
C  0.64493  -2.91387  -1.64150
H  0.84763  -3.48015  -0.72230
H  1.60964  -2.54267  -2.01553
H  0.24583  -3.62124  -2.38710
C  -1.96347  3.99803  1.65817
H  -2.94026  4.35885  1.32308
C  -1.52190  4.23161  2.97022
H  -2.16632  4.78956  3.64435
C  -0.28049  3.73534  3.36638
H  0.09911  3.88559  4.37708
C  0.47670  3.03453  2.42863
H  1.43564  2.57733  2.65528
C  -0.02343  2.91124  1.12086
C  0.68135  2.26248  0.03896
H  0.63545  2.71334  -0.95109
C  2.27539  0.56634  0.39944
C  3.52437  2.39398  0.08139
H  3.69339  3.45539  0.01294
C  4.33431  1.34239  -0.04297
H  5.38442  1.28004  -0.25710
N  3.55329  0.17842  0.10733
C  3.93052  -1.16634  -0.17225
C  4.54036  -1.46035  -1.39806
C  4.93185  -2.78538  -1.64026
H  5.43317  -3.02252  -2.58193
C  4.69556  -3.79296  -0.70304
C  5.20794  -5.18451  -0.93004
H  4.51659  -5.92673  -0.51589
H  6.18204  -5.33498  -0.44320
H  5.33971  -5.37758  -1.99961
C  3.99729  -3.48134  0.46826
H  3.77202  -4.26702  1.19354
C  3.60631  -2.16601  0.75097
C  2.87614  -1.85582  2.01470
H  3.21742  -0.93052  2.49362
H  3.03489  -2.68302  2.71905
H  1.79048  -1.77046  1.85368
C  4.70391  -0.42221  -2.45756
H  5.45091  0.33758  -2.19445
H  3.75899  0.08557  -2.70589
H  5.05123  -0.91842  -3.37246
O  -0.39847  -0.06396  2.87902
H  -0.38698  -0.83021  3.47703
H  -1.12779  0.48644  3.22017

Computed properties:
HOMO level (spin up / spin down) = 0.4 / -3.4 eV
orbital gap (spin up / spin down) = 2.0 / 5.9 eV
spin multiplicity = 3
net charge = -1
energy = -39810.29198 eV

Atom charges from the Löwdin analysis, given in e for atoms 1 to 4: atom 1 (Au): 1.112, atom 2 (N): 0.004, atom 3 (N): -0.049, atom 4 (C): -0.326

> Which value of net charge does entry 3 give?

-1

> Which of these has the highest net charge?

C28H35AsBrIN2O2PdS2Sb